Record 1
10
Properties=species:S:1:pos:R:3 method="wB97M-V/def2-TZVPD" total_energy_ha=-301.34130 e_lumo_ev=0.18 total_charge=0 homo_ha=-0.339 relative_energy_ev=3.9709
O -1.0216 1.3027 -0.1252
C -0.8248 -0.7224 0.5778
C -0.0068 0.5632 0.5915
C 1.1613 0.2435 -0.3237
N 0.9924 -0.8672 -0.9269
N -0.2382 -1.3617 -0.4071
H -1.8334 1.1825 0.3986
H 0.2622 1.0724 1.5224
H 2.0923 0.7870 -0.4586
H -0.5834 -2.2000 -0.8489


Record 2
10
Properties=species:S:1:pos:R:3 method="wB97M-V/def2-TZVPD" total_energy_ha=-301.31702 e_lumo_ev="0.17 / 0.37" total_charge=0 homo_ha="-0.288 / -0.271" relative_energy_ev=4.6318
C -0.2397 1.8752 -0.2259
C -1.5555 -0.5980 0.2311
C 0.3258 0.6142 -0.0261
N -0.7392 2.8781 -0.3857
N 1.6924 0.4308 -0.3044
O -0.2958 -0.4858 0.0968
H -2.3287 0.2076 -0.0491
H -2.0340 -1.6541 0.3025
H 1.9225 -0.5011 -0.1006
H 2.3427 1.0793 0.0747


Record 3
10
Properties=species:S:1:pos:R:3 method="wB97M-V/def2-TZVPD" total_energy_ha=-301.32022 e_lumo_ev=-0.84 total_charge=0 homo_ha=-0.357 smiles="C=N/N=C/C=O" relative_energy_ev=4.5445
C -1.2233 1.6158 0.7749
N -0.5942 1.5090 -0.3001
N 0.5447 0.7089 -0.6202
C 0.2536 -0.5265 -0.3833
C 1.3649 -1.6599 -0.5294
O 2.6439 -1.6870 -0.5971
H -2.1850 2.3206 0.5814
H -0.8833 1.3838 1.7915
H -0.6610 -1.0440 -0.2966
H 0.7399 -2.6205 -0.4211


Record 4
10
Properties=species:S:1:pos:R:3 method="wB97M-V/def2-TZVPD" total_energy_ha=-301.37820 e_lumo_ev=0.49 total_charge=0 homo_ha=-0.308 smiles=Oc1cnc[nH]1 relative_energy_ev=2.9668
O 1.7333 0.9901 0.1571
C 0.5852 0.3068 0.0246
C 0.2942 -1.0395 0.0166
N -1.0053 -1.1968 -0.2899
C -1.5970 0.0215 -0.3892
N -0.5786 0.9695 -0.1772
H 2.4580 0.3575 0.2474
H 0.9155 -1.8903 0.2437
H -2.1707 -0.4945 0.4427
H -0.6345 1.9758 -0.2759


Record 5
10
Properties=species:S:1:pos:R:3 method="wB97M-V/def2-TZVPD" total_energy_ha=-301.38943 e_lumo_ev=0.61 total_charge=0 homo_ha=-0.355 smiles="O=CNC1=NC1" relative_energy_ev=2.6614
O -0.9926 1.2803 0.5459
C -1.1293 0.7850 -0.5450
N -0.3417 -0.2564 -1.0269
C 0.6566 -0.6150 -0.1750
N 1.6602 -1.3150 0.0982
C 0.9888 -0.2415 1.1373
H -1.8895 1.1356 -1.2506
H -0.4763 -0.6601 -1.9428
H 0.3570 -0.5933 1.9565
H 1.5153 0.6920 1.3309


Record 6
10
Properties=species:S:1:pos:R:3 method="wB97M-V/def2-TZVPD" total_energy_ha=-301.33075 e_lumo_ev=-0.36 total_charge=0 homo_ha=-0.330 relative_energy_ev=4.2582
O -1.4504 1.4178 1.3415
C -0.6134 0.8624 0.4402
C 0.1328 1.2646 -0.5797
N 1.1122 -0.6105 -0.9882
C 0.3701 -1.1844 -0.0725
N -0.4818 -0.5422 0.6832
H -1.6295 0.6200 1.8878
H 0.5894 1.7732 -1.3902
H 1.6872 -1.2553 -1.5717
H 0.3255 -2.2391 0.2075


Record 7
11
Properties=species:S:1:pos:R:3 method="wB97M-V/def2-TZVPD" total_energy_ha=-376.43495 e_lumo_ev=0.25 total_charge=0 homo_ha=-0.332 smiles="C#C/C(=N/O)NO" relative_energy_ev=8.9484
C -2.6981 -0.2071 -0.2093
C -1.4746 -0.4889 0.0779
C -0.1358 -0.3334 0.0909
N 0.6706 -1.2642 -0.1868
O 1.8571 -0.9859 0.1830
N 0.4380 0.8907 0.7280
O 1.0320 1.4058 -0.5035
H -3.8265 -0.0274 0.0073
H 2.3534 -1.7003 -0.2636
H -0.3105 1.6394 0.8195
H 2.0945 1.0712 -0.7435


Record 8
11
Properties=species:S:1:pos:R:3 method="wB97M-V/def2-TZVPD" total_energy_ha=-376.62766 e_lumo_ev=0.69 total_charge=0 homo_ha=-0.290 smiles="NC1=CN1.O=C=O" relative_energy_ev=3.7045
N 1.2258 -0.0319 -1.5248
C 0.8290 -0.5145 -0.3319
C 0.4783 -1.4367 0.5044
N 0.4749 0.0591 0.9443
H 1.3330 0.9619 -1.6672
H 1.0226 -0.5990 -2.3314
H -0.1982 -2.2392 0.7829
H 1.3407 0.1951 1.4806
O -2.5103 0.1626 0.3095
C -2.1432 1.1901 0.7215
O -1.8526 2.2523 1.1120


Record 9
11
Properties=species:S:1:pos:R:3 method="wB97M-V/def2-TZVPD" total_energy_ha=-376.69914 e_lumo_ev=0.59 total_charge=0 homo_ha=-0.324 smiles="Nc1coc(=O)[nH]1" relative_energy_ev=1.7593
N 1.1829 1.1686 -0.8010
C 0.5562 0.2403 0.0444
C 0.6611 -1.0646 -0.2192
O -0.4593 -1.7450 0.1563
C -1.3622 -0.8204 0.6508
O -2.4968 -1.0906 0.9390
N -0.7067 0.3893 0.6848
H 0.5538 1.4038 -1.5618
H 1.6475 1.9877 -0.4433
H 1.4221 -1.5680 -0.7929
H -0.9987 1.0988 1.3429


Record 10
11
Properties=species:S:1:pos:R:3 method="wB97M-V/def2-TZVPD" total_energy_ha=-376.49557 e_lumo_ev=0.40 total_charge=0 homo_ha=-0.362 smiles="O=[N+]([O-])N1C=CC1" relative_energy_ev=7.2987
O -2.2861 -0.9662 -0.1628
N -1.7370 0.1214 -0.0011
O -2.3211 1.2077 -0.0328
N -0.4396 0.0355 0.2540
C 0.4432 -1.1711 -0.0273
C 1.5226 -0.3415 -0.0931
C 0.7100 0.9354 0.0775
H 0.0577 -2.1719 0.2151
H 2.4725 -0.7702 -0.1829
H 1.1311 1.6243 0.8462
H 0.4469 1.4968 -0.8928